[1]
Computed, not measured: a structure of composition C24H43CeClP2, with ωB97M-V with the def2-TZVPD basis set.

Last column: Löwdin charge in e.
Geometry (Å):
Ce1 -0.77 -0.20 3.14  1.217
C1 0.78 -0.03 5.22  -0.271
C2 1.78 0.51 4.34  -0.222
C3 0.06 2.05 4.41  -0.238
C4 -0.29 0.98 5.31  -0.290
C5 1.35 1.75 3.84  -0.211
C6 0.87 -1.34 5.93  -0.006
H1 1.56 -2.01 5.41  0.086
H2 -0.13 -1.82 5.97  0.061
H3 1.23 -1.20 6.95  0.121
C7 -1.66 0.77 5.85  -0.060
H4 -1.78 -0.28 6.13  0.032
H5 -2.40 0.99 5.05  0.083
H6 -1.91 1.41 6.70  0.127
C8 -0.86 3.19 4.04  0.025
H7 -0.94 3.96 4.81  0.121
H8 -1.86 2.80 3.85  0.093
H9 -0.47 3.66 3.13  0.091
C9 2.12 2.68 2.97  0.011
H10 2.68 3.40 3.60  0.124
H11 1.45 3.26 2.32  0.092
H12 2.85 2.13 2.37  0.083
C10 3.13 -0.11 4.12  0.013
H13 3.84 0.34 4.84  0.124
H14 3.51 0.09 3.10  0.085
H15 3.13 -1.20 4.31  0.082
C11 -0.91 -2.21 1.70  -0.243
C12 0.18 -2.45 2.50  -0.191
C13 1.59 -2.64 1.99  -0.114
C14 2.00 -1.70 0.84  -0.147
C15 1.57 -0.29 0.99  -0.079
C16 0.40 0.22 0.48  -0.132
C17 -0.62 -0.54 -0.30  -0.154
C18 -0.98 -1.97 0.21  -0.135
H16 1.76 -3.66 1.57  0.160
H17 1.69 -2.15 -0.10  0.130
H18 2.29 -2.53 2.85  0.113
H19 -0.42 -2.72 -0.37  0.135
H20 -1.93 -2.36 2.16  0.084
H21 0.04 -2.67 3.56  0.099
H22 -2.03 -2.13 -0.06  0.134
H23 -1.55 0.07 -0.31  0.133
H24 0.29 1.32 0.41  0.138
H25 -0.35 -0.73 -1.34  0.109
H26 3.10 -1.70 0.85  0.143
H27 2.35 0.40 1.34  0.104
P1 -1.19 -0.68 -4.49  0.777
P2 -0.84 2.01 -6.00  0.769
C19 -1.20 -0.77 -6.37  -0.425
C20 -1.53 0.58 -7.00  -0.453
H28 -1.94 -1.52 -6.67  0.077
H29 -0.20 -1.13 -6.67  0.075
H30 -1.16 0.65 -8.03  0.082
H31 -2.62 0.76 -7.01  0.075
C21 -1.64 3.38 -6.94  -0.326
H32 -1.17 4.32 -6.62  0.033
H33 -2.70 3.40 -6.67  0.030
H34 -1.52 3.26 -8.03  0.045
C22 0.80 2.09 -6.84  -0.321
H35 0.69 2.10 -7.93  0.044
H36 1.41 1.23 -6.53  0.025
H37 1.29 3.01 -6.50  0.032
C23 -2.62 -1.80 -4.17  -0.325
H38 -2.67 -2.01 -3.09  0.010
H39 -2.53 -2.74 -4.73  0.044
H40 -3.53 -1.27 -4.47  0.039
C24 0.16 -1.90 -4.16  -0.328
H41 1.11 -1.44 -4.45  0.033
H42 0.01 -2.83 -4.74  0.048
H43 0.18 -2.14 -3.09  -0.002
Cl1 -2.34 -1.93 4.51  0.284

The charge is +2. The value obtained for the energy above the lowest of the compared OMol25 structures with the same formula, charge and spin is 16.6 kcal/mol. The HOMO energy (alpha / beta) is -11.19 / -11.19 eV. For the LUMO energy (alpha / beta), the calculation gives -9.15 / -9.05 eV.


[2]
Computed, not measured: a cluster of 6 separate species, C38H40F15NO12 in total, with ωB97M-V with the def2-TZVPD basis set.

Last column: Löwdin charge in e.
Geometry (Å):
H1 -0.24 1.67 -4.70  0.063
N1 0.10 0.73 -4.46  0.113
C1 0.51 0.84 -3.26  -0.268
C2 0.46 2.15 -2.52  -0.135
C3 1.68 3.04 -2.75  -0.193
C4 1.71 4.27 -2.09  -0.016
C5 2.80 5.12 -2.23  0.013
C6 3.86 4.72 -3.03  -0.085
C7 3.83 3.51 -3.71  -0.072
C8 2.74 2.66 -3.57  0.050
C9 5.00 3.16 -4.56  -0.301
O1 4.88 2.63 -5.63  0.149
C10 6.31 3.55 -3.97  -0.078
C11 7.43 2.75 -4.09  0.046
C12 8.63 3.15 -3.48  -0.218
C13 9.84 2.26 -3.60  -0.199
C14 9.79 1.06 -2.63  -0.084
C15 8.65 4.35 -2.77  -0.010
C16 7.52 5.17 -2.68  0.012
C17 6.34 4.77 -3.28  -0.089
C18 5.09 5.56 -3.18  -0.303
O2 5.07 6.76 -3.21  0.140
H2 0.94 0.00 -2.72  0.111
H3 0.46 1.93 -1.45  0.119
H4 -0.45 2.71 -2.72  0.122
H5 0.87 4.55 -1.47  0.117
H6 2.80 6.06 -1.71  0.123
H7 2.72 1.72 -4.09  0.120
H8 7.36 1.83 -4.65  0.134
H9 9.84 1.86 -4.61  0.107
H10 10.74 2.84 -3.45  0.107
H11 10.42 1.23 -1.76  0.068
H12 8.78 0.82 -2.34  0.072
H13 10.21 0.19 -3.13  0.067
H14 9.56 4.66 -2.28  0.114
H15 7.58 6.10 -2.13  0.122
C19 -1.55 -1.79 -3.19  -0.067
C20 -2.93 -2.36 -2.97  -0.180
O3 -2.96 -3.26 -1.84  0.046
C21 -3.07 -2.69 -0.66  -0.405
O4 -3.14 -1.52 -0.43  0.169
C22 -3.14 -3.76 0.44  -0.536
F1 -2.23 -4.72 0.26  0.174
F2 -4.35 -4.34 0.45  0.153
F3 -2.93 -3.22 1.64  0.153
H16 -0.83 -2.60 -3.30  0.090
H17 -1.51 -1.17 -4.08  0.063
H18 -1.23 -1.19 -2.34  0.064
H19 -3.24 -2.95 -3.83  0.129
H20 -3.67 -1.57 -2.82  0.112
C23 -7.41 -3.73 0.32  -0.052
C24 -8.41 -4.07 1.41  -0.188
O5 -9.76 -3.90 0.96  0.034
C25 -10.28 -4.90 0.26  -0.404
O6 -9.74 -5.93 -0.03  0.172
C26 -11.73 -4.58 -0.11  -0.549
F4 -11.86 -3.32 -0.55  0.165
F5 -12.52 -4.72 0.97  0.167
F6 -12.17 -5.40 -1.06  0.174
H21 -7.59 -2.73 -0.06  0.087
H22 -6.40 -3.79 0.70  0.057
H23 -7.51 -4.42 -0.52  0.085
H24 -8.29 -3.39 2.25  0.126
H25 -8.27 -5.08 1.78  0.126
C27 -9.03 0.21 -5.22  -0.057
C28 -7.57 0.33 -5.62  -0.192
O7 -6.83 1.09 -4.65  0.034
C29 -6.42 0.42 -3.58  -0.403
O8 -6.60 -0.74 -3.35  0.162
C30 -5.61 1.36 -2.67  -0.548
F7 -6.22 2.54 -2.54  0.169
F8 -4.39 1.58 -3.20  0.160
F9 -5.45 0.84 -1.46  0.175
H26 -9.46 1.19 -5.05  0.085
H27 -9.59 -0.29 -6.01  0.084
H28 -9.13 -0.37 -4.30  0.078
H29 -7.48 0.90 -6.55  0.126
H30 -7.11 -0.64 -5.77  0.125
C31 -0.21 -1.70 2.60  -0.048
C32 -0.66 -0.94 3.83  -0.184
O9 0.47 -0.51 4.62  0.035
C33 1.07 0.60 4.22  -0.404
O10 0.78 1.28 3.28  0.171
C34 2.22 0.94 5.19  -0.545
F10 2.94 -0.15 5.49  0.159
F11 1.72 1.44 6.33  0.162
F12 3.03 1.84 4.66  0.174
H31 0.43 -2.53 2.88  0.090
H32 -1.07 -2.07 2.06  0.053
H33 0.36 -1.05 1.93  0.081
H34 -1.25 -1.58 4.48  0.127
H35 -1.28 -0.08 3.57  0.128
C35 4.61 -0.01 8.21  -0.063
C36 4.78 -0.02 9.71  -0.190
O11 5.07 -1.34 10.20  0.034
C37 6.33 -1.74 10.12  -0.403
O12 7.25 -1.11 9.68  0.172
C38 6.47 -3.15 10.72  -0.549
F13 5.49 -3.95 10.31  0.166
F14 6.42 -3.08 12.06  0.167
F15 7.63 -3.69 10.37  0.174
H36 3.85 -0.73 7.91  0.078
H37 4.32 0.98 7.87  0.080
H38 5.54 -0.29 7.71  0.083
H39 3.86 0.28 10.21  0.126
H40 5.57 0.67 10.03  0.126

The HOMO energy is -9.36 eV. As for the SMILES: [H]/N=C\Cc1ccc2c(c1)C(=O)c1cc(CC)ccc1C2=O.CCOC(=O)C(F)(F)F.CCOC(=O)C(F)(F)F.CCOC(=O)C(F)(F)F.CCOC(=O)C(F)(F)F.CCOC(=O)C(F)(F)F. For the LUMO energy, the calculation gives -0.56 eV.


[3]
Computed, not measured: a structure of composition C26H74MgN7O11, with ωB97M-V with the def2-TZVPD basis set.

Last column: Löwdin charge in e.
Geometry (Å):
Mg1 -2.34 -1.03 -1.92  0.669
N1 -0.10 0.11 0.09  -0.506
O1 -1.13 -0.24 -0.57  -0.100
O2 0.04 1.32 0.36  0.002
O3 0.77 -0.74 0.36  0.019
C1 -2.67 3.19 1.37  -0.053
C2 -2.75 4.60 0.78  -0.430
C3 -4.11 4.94 0.14  -0.193
O4 -4.52 3.99 -0.81  -0.212
C4 -5.93 3.79 -0.87  -0.091
N2 -2.23 5.62 1.69  0.048
H1 -3.47 2.92 2.06  0.083
H2 -1.71 3.00 1.86  0.061
H3 -2.66 2.48 0.53  0.059
H4 -2.04 4.54 -0.05  0.124
H5 -4.01 5.94 -0.32  0.127
H6 -4.91 5.03 0.88  0.123
H7 -6.44 4.70 -1.20  0.098
H8 -6.32 3.60 0.13  0.093
H9 -6.06 2.89 -1.46  0.058
H10 -1.54 5.19 2.29  0.057
H11 -1.72 6.29 1.13  0.074
C5 1.14 -6.33 1.80  -0.047
C6 1.26 -4.79 1.85  -0.421
C7 2.02 -4.23 3.06  -0.208
O5 1.17 -4.22 4.19  -0.181
C8 1.85 -3.87 5.39  -0.106
N3 1.84 -4.31 0.59  0.042
H12 1.26 -6.72 2.81  0.078
H13 1.88 -6.80 1.14  0.076
H14 0.16 -6.68 1.48  0.057
H15 0.24 -4.40 1.94  0.116
H16 2.31 -3.20 2.84  0.108
H17 2.98 -4.75 3.15  0.134
H18 1.78 -2.79 5.54  0.084
H19 2.90 -4.15 5.54  0.090
H20 1.38 -4.42 6.20  0.086
H21 1.74 -3.30 0.65  0.049
H22 2.83 -4.45 0.42  0.076
C9 7.12 -0.35 2.18  -0.074
C10 5.77 -0.98 2.07  -0.445
C11 4.63 0.04 2.51  -0.190
O6 3.45 -0.73 2.60  -0.219
C12 2.29 -0.03 2.98  -0.110
N4 5.41 -1.49 0.74  0.048
H23 7.21 -0.05 3.23  0.080
H24 7.27 0.55 1.58  0.081
H25 7.80 -1.15 1.89  0.083
H26 5.75 -1.78 2.81  0.137
H27 4.54 0.79 1.71  0.121
H28 4.84 0.59 3.43  0.123
H29 1.36 -0.59 2.96  0.069
H30 2.14 0.83 2.32  0.067
H31 2.51 0.40 3.97  0.092
H32 5.07 -0.64 0.29  0.068
H33 4.55 -2.00 0.91  0.054
C13 -1.97 -5.01 -0.38  -0.029
C14 -1.49 -3.65 -0.86  -0.346
C15 -1.16 -3.70 -2.34  -0.158
O7 -1.00 -2.36 -2.78  -0.257
C16 0.21 -2.10 -3.50  -0.036
N5 -2.57 -2.60 -0.68  0.025
H34 -2.43 -5.07 0.60  0.087
H35 -1.10 -5.67 -0.32  0.080
H36 -2.60 -5.48 -1.15  0.088
H37 -0.69 -3.13 -0.32  0.132
H38 -2.00 -4.18 -2.86  0.139
H39 -0.32 -4.35 -2.59  0.146
H40 0.28 -1.22 -4.14  0.087
H41 0.32 -2.97 -4.16  0.099
H42 1.07 -2.20 -2.84  0.112
H43 -2.53 -2.38 0.32  0.063
H44 -3.46 -3.11 -0.71  0.115
C17 0.44 3.80 -2.50  -0.037
C18 1.47 2.81 -3.04  -0.370
C19 2.71 2.81 -2.12  -0.208
O8 3.68 1.84 -2.46  -0.195
C20 4.14 1.89 -3.81  -0.092
N6 0.90 1.45 -2.87  0.046
H45 0.28 3.65 -1.43  0.072
H46 -0.54 3.74 -2.97  0.057
H47 0.78 4.83 -2.58  0.090
H48 1.79 2.93 -4.07  0.132
H49 2.51 2.74 -1.06  0.127
H50 3.18 3.79 -2.28  0.131
H51 5.15 1.50 -3.86  0.092
H52 4.13 2.94 -4.09  0.092
H53 3.56 1.27 -4.49  0.084
H54 0.56 1.35 -1.92  0.059
H55 1.67 0.79 -2.95  0.083
C21 -2.91 2.32 -4.39  -0.023
C22 -2.72 1.56 -3.05  -0.359
C23 -4.05 1.07 -2.49  -0.137
O9 -3.81 0.13 -1.43  -0.253
C24 -4.95 -0.03 -0.56  -0.005
N7 -1.73 0.45 -3.26  0.012
H56 -3.14 1.71 -5.26  0.088
H57 -2.10 3.02 -4.54  0.077
H58 -3.83 2.91 -4.26  0.089
H59 -2.19 2.23 -2.38  0.135
H60 -4.56 0.57 -3.33  0.150
H61 -4.64 1.93 -2.19  0.095
H62 -5.58 0.86 -0.58  0.085
H63 -4.63 -0.14 0.47  0.110
H64 -5.55 -0.83 -0.99  0.106
H65 -0.73 0.77 -3.34  0.059
H66 -1.85 0.27 -4.26  0.100
C25 -1.58 -1.97 2.93  -0.093
O10 -2.74 -2.38 2.17  -0.148
H67 -1.62 -0.96 3.34  0.087
H68 -1.43 -2.75 3.68  0.088
H69 -0.75 -1.98 2.22  0.058
H70 -3.30 -2.97 2.67  0.089
C26 2.06 4.02 2.36  -0.142
O11 0.86 3.91 1.61  -0.147
H71 2.20 5.06 2.65  0.080
H72 2.06 3.37 3.24  0.073
H73 2.88 3.74 1.70  0.072
H74 0.74 3.02 1.26  0.016

The charge is +1. The value obtained for the energy above the lowest of the compared OMol25 structures with the same formula, charge and spin is 20.0 kcal/mol. The HOMO energy is -10.74 eV. For the LUMO energy, the calculation gives -2.59 eV.